[1]
# C4H5F2N4O4P

A 2-piece molecular cluster, C4H5F2N4O4P overall (the ωB97M-V functional and the def2-TZVPD basis, the OMol25 dataset).

Geometry as ORCA input:
```
! wB97M-V def2-TZVPD RIJCOSX def2/J DEFGRID3
* xyz -2 1
C -2.722 0.796 -1.332
C 0.928 -1.089 -0.161
C 1.088 -0.054 0.867
C -1.352 0.500 0.798
N -3.597 0.056 -1.910
N -3.815 -0.953 -1.076
N -3.018 -0.834 -0.024
N -2.411 0.310 -0.143
O 4.447 1.333 0.903
O 3.402 0.566 -1.390
O 3.702 -1.100 0.435
O 1.904 0.860 0.885
F -1.647 -0.201 1.904
F -1.406 1.891 1.341
P 3.699 0.372 0.067
H -2.461 1.830 -1.808
H -0.179 -1.388 -0.135
H 1.560 -1.950 0.105
H 1.239 -0.616 -1.178
H 0.641 -0.329 1.853
*
```

## Properties
- ΔE to the lowest compared entry with this formula, charge and spin: 15.6 kcal per mole

For reference, the Löwdin charges in units of e are:
1. C -0.230
2. C -0.101
3. C -0.347
4. C -0.356
5. N -0.044
6. N -0.082
7. N 0.020
8. N -0.085
9. O -0.396
10. O -0.417
11. O -0.424
12. O -0.065
13. F -0.011
14. F -0.119
15. P 0.141
16. H 0.148
17. H 0.070
18. H 0.071
19. H 0.111
20. H 0.117

[2]
# C4H3ClO

C4H3ClO as an isolated structure (the ωB97M-V functional and the def2-TZVPD basis, the OMol25 dataset).

Geometry as ORCA input:
```
! wB97M-V def2-TZVPD RIJCOSX def2/J DEFGRID3
* xyz 0 1
C 1.423 -1.849 -1.410
C 0.367 -0.602 -0.940
C 0.015 0.974 1.456
C -0.565 0.615 0.352
O 0.273 -2.050 -0.890
Cl -0.459 -0.050 -2.413
H -0.542 1.543 2.190
H 1.046 0.772 1.690
H -1.559 0.647 -0.036
*
```

## Properties
- ΔE to the lowest compared entry with this formula, charge and spin: 142.5 kcal per mole

For reference, the Löwdin charges in units of e are:
1. C 0.112
2. C -0.649
3. C -0.031
4. C -0.039
5. O -0.137
6. Cl 0.563
7. H 0.065
8. H 0.067
9. H 0.050

| no. | E_tot (eV) | LUMO level (eV) |
| --- | --- | --- |
| 1 | -33102.600 | 6.030 |
| 2 | -18759.468 | 0.181 |